# 1
{"formula": "C16H21N3O2S", "method": "ωB97M-V/def2-TZVPD", "species": ["C", "O", "C", "C", "C", "N", "C", "C", "C", "C", "C", "O", "C", "S", "C", "N", "C", "C", "C", "N", "C", "C", "H", "H", "H", "H", "H", "H", "H", "H", "H", "H", "H", "H", "H", "H", "H", "H", "H", "H", "H", "H", "H"], "positions_angstrom": [[3.442, -3.626, -0.180], [3.106, -2.264, -0.093], [1.828, -1.942, -0.585], [0.685, -2.349, 0.382], [-0.179, -3.495, -0.149], [-0.121, -1.206, 0.761], [-0.151, -0.686, 2.039], [0.632, -1.252, 3.172], [-0.985, 0.391, 2.045], [-1.498, 0.547, 0.728], [-2.400, 1.567, 0.230], [-2.971, 1.508, -0.841], [-2.645, 2.735, 1.183], [-2.878, 4.276, 0.241], [-1.463, 4.165, -0.753], [-1.296, 5.108, -1.673], [-0.240, 4.992, -2.453], [0.665, 3.943, -2.333], [0.407, 3.033, -1.319], [-0.643, 3.143, -0.528], [-0.935, -0.467, -0.040], [-1.154, -0.705, -1.489], [3.340, -3.994, -1.209], [2.826, -4.247, 0.480], [4.483, -3.704, 0.128], [1.681, -2.403, -1.573], [1.839, -0.855, -0.697], [1.171, -2.690, 1.300], [-1.000, -3.684, 0.540], [0.416, -4.400, -0.234], [-0.594, -3.264, -1.124], [0.334, -2.278, 3.395], [1.702, -1.237, 2.962], [0.450, -0.648, 4.056], [-1.222, 0.985, 2.904], [-3.575, 2.580, 1.731], [-1.817, 2.879, 1.872], [-0.123, 5.767, -3.199], [1.519, 3.847, -2.982], [1.053, 2.187, -1.119], [-1.958, -1.426, -1.642], [-0.257, -1.061, -1.989], [-1.477, 0.228, -1.945]], "forces_ev_per_a": [[0.01, -0.02, 0.00], [0.13, 0.13, 0.07], [-0.05, 0.08, 0.09], [0.22, -0.35, -0.33], [0.08, 0.15, 0.21], [-0.10, 0.19, 0.26], [-0.01, 0.18, 0.44], [-0.01, -0.05, -0.14], [0.02, -0.10, -0.14], [0.35, -0.81, -0.16], [-0.33, -0.06, 0.12], [-0.10, -0.09, 0.10], [-0.01, 0.63, -0.44], [-0.45, -0.05, 0.39], [0.43, -0.16, -0.03], [-0.50, 0.27, 0.14], [0.34, -0.22, -0.10], [-0.12, 0.00, 0.09], [0.23, 0.17, -0.30], [0.04, 0.23, 0.12], [-0.46, 0.56, -0.07], [0.02, -0.02, -0.07], [0.00, -0.01, 0.01], [0.01, -0.03, 0.00], [-0.03, -0.11, -0.01], [-0.01, 0.04, 0.03], [-0.11, -0.11, -0.05], [-0.03, 0.09, -0.15], [-0.07, -0.06, 0.03], [0.07, -0.08, -0.05], [-0.04, 0.00, -0.11], [0.06, -0.07, 0.08], [0.08, -0.05, 0.08], [0.00, 0.01, 0.05], [0.02, 0.11, 0.23], [-0.01, -0.02, 0.04], [-0.06, -0.12, 0.03], [0.10, 0.01, -0.08], [0.09, 0.00, -0.06], [0.12, -0.05, -0.06], [-0.02, -0.05, -0.12], [0.08, -0.10, -0.09], [0.02, -0.06, -0.04]], "smiles": "COC[C@H](C)n1c(C)cc(C(=O)CSc2ncccn2)c1C", "molar_mass_g_mol": 319.430, "max_force_ev_per_a": 0.90, "orbital_gap_ha": 0.317, "lumo_ha": 0.0232, "total_energy_ev": -36332.855}


# 2
{"formula": "C2H18N2O7", "method": "ωB97M-V/def2-TZVPD", "species": ["N", "C", "N", "O", "H", "H", "H", "H", "C", "O", "H", "H", "H", "H", "O", "H", "H", "O", "H", "H", "O", "H", "H", "O", "H", "H", "O", "H", "H"], "positions_angstrom": [[2.522, -1.769, 0.091], [1.879, -2.301, -0.931], [2.539, -1.977, -1.980], [0.828, -2.983, -0.848], [2.197, -1.869, 1.043], [3.149, -1.010, -0.132], [3.342, -1.375, -1.874], [2.230, -2.326, -2.876], [-0.397, 0.390, -0.230], [-0.598, 0.225, 1.134], [0.667, 0.300, -0.447], [-0.870, -0.420, -0.786], [-0.742, 1.330, -0.661], [-1.318, -0.399, 1.253], [1.153, 3.393, -1.369], [0.996, 2.844, -2.137], [0.323, 3.848, -1.225], [-0.609, 2.448, 2.497], [-0.828, 1.726, 1.907], [0.271, 2.717, 2.232], [-2.466, -1.552, 1.009], [-2.208, -2.446, 0.785], [-3.319, -1.437, 0.591], [1.354, -0.807, 2.806], [0.811, -0.306, 2.198], [0.732, -1.349, 3.293], [-3.972, 2.020, -1.576], [-3.570, 1.212, -1.256], [-4.096, 1.871, -2.513]], "forces_ev_per_a": [[0.74, 0.94, 3.24], [-3.62, -2.03, 2.74], [1.35, 0.46, -5.54], [1.56, 0.84, -0.45], [-0.13, 0.28, -0.02], [-0.10, -0.23, 0.80], [-0.21, -0.50, -0.74], [0.29, 0.33, 0.09], [0.57, -0.60, -1.51], [0.27, 0.56, 0.44], [0.10, 0.15, 0.00], [-0.09, -0.09, -0.06], [-0.17, 0.28, 0.44], [-0.47, -0.41, 0.06], [0.24, -0.04, 0.12], [-0.01, -0.12, -0.21], [-0.23, 0.18, 0.11], [-0.16, 0.97, 0.56], [0.03, -0.49, -0.16], [0.20, 0.08, 0.00], [-0.39, -0.22, 0.09], [0.34, -0.34, -0.07], [-0.28, 0.14, -0.01], [0.80, -0.44, 0.26], [-0.55, 0.37, -0.34], [-0.12, -0.08, 0.18], [-0.03, 0.17, 0.12], [0.14, -0.17, 0.13], [-0.07, 0.00, -0.26]], "smiles": "NC(N)=O.CO.O.O.O.O.O", "molar_mass_g_mol": 182.173, "max_force_ev_per_a": 5.72, "orbital_gap_ha": 0.363, "lumo_ha": 0.0004, "total_energy_ev": -19678.837}


# 3
{"formula": "C6H12N2", "method": "ωB97M-V/def2-TZVPD", "species": ["C", "C", "C", "C", "C", "C", "H", "H", "H", "H", "H", "H", "H", "H", "H", "H", "H", "H", "N", "N"], "positions_angstrom": [[-1.261, -0.022, -0.521], [-0.228, -1.349, -0.346], [1.264, -0.665, -0.614], [0.847, 0.922, -0.558], [0.217, 2.257, 0.174], [-0.328, 0.865, 0.360], [-3.298, -0.066, 0.227], [-2.294, -1.594, 0.218], [-1.483, 0.280, -1.498], [-0.655, -2.463, -0.988], [-0.291, -1.406, 1.053], [1.888, -1.125, -1.372], [1.623, -1.040, 1.669], [2.891, -0.483, 0.729], [0.824, 1.408, -1.479], [0.458, 2.512, 1.319], [0.100, 3.005, -0.714], [0.019, 0.393, 1.243], [-2.319, -0.476, 0.490], [2.027, -0.951, 0.608]], "forces_ev_per_a": [[1.58, -2.70, 6.76], [-0.65, 0.26, 0.45], [-0.92, 0.81, 4.33], [1.46, -0.99, 0.54], [1.88, -0.43, 2.87], [-1.91, 1.42, -6.20], [2.15, -1.24, 0.53], [-1.32, 3.52, 1.26], [-0.49, 0.48, -1.26], [1.67, 3.55, 2.15], [0.05, -0.73, -4.72], [-0.40, 0.66, -0.83], [0.57, 0.39, -4.07], [0.74, 0.63, -0.45], [-1.07, -0.41, -2.17], [0.03, 0.67, -2.95], [-0.31, -1.35, 2.41], [-0.26, -0.01, 0.93], [-2.08, -2.58, -3.35], [-0.70, -1.95, 3.76]], "molar_mass_g_mol": 112.176, "max_force_ev_per_a": 7.45, "orbital_gap_ha": 0.320, "lumo_ha": 0.0394, "total_energy_ev": -9387.778}


# 4
{"formula": "C8H10O6PPd", "method": "ωB97M-V/def2-TZVPD", "species": ["O", "C", "Pd", "O", "C", "C", "O", "C", "O", "C", "O", "H", "C", "P", "C", "C", "O", "H", "H", "H", "H", "H", "H", "H", "H", "H"], "positions_angstrom": [[1.745, 1.915, -6.760], [1.314, 1.539, -5.764], [-0.335, -0.199, -2.332], [-1.184, 2.218, -4.019], [-0.630, 1.400, -3.424], [-1.724, -0.107, -0.868], [-2.828, -0.194, -0.533], [1.483, -0.913, -1.704], [2.004, -1.580, -0.880], [-0.800, -1.804, -3.387], [-1.158, -2.778, -3.858], [1.618, -0.189, -2.618], [1.089, 0.633, 3.664], [0.269, 0.212, 2.101], [0.160, -1.606, 2.145], [-1.341, 0.979, 2.222], [1.010, 0.659, 0.870], [2.122, 0.256, 3.625], [0.599, 0.250, 4.571], [1.159, 1.729, 3.730], [-0.187, -1.873, 3.150], [-0.560, -1.929, 1.381], [1.144, -2.041, 1.918], [-1.435, 1.773, 1.486], [-2.135, 0.240, 2.060], [-1.401, 1.411, 3.223]], "forces_ev_per_a": [[-1.22, -1.05, 2.81], [1.36, 1.01, -2.91], [-0.20, -0.15, 0.84], [1.88, -2.43, 1.97], [-2.50, 3.89, -3.37], [-5.42, -0.93, 1.61], [3.96, 0.44, -0.80], [0.75, -0.90, 1.66], [-0.02, 1.23, -1.99], [-1.71, -2.27, -1.35], [1.09, 2.13, 1.00], [2.22, -1.01, 0.73], [0.53, 0.31, -0.11], [1.45, -0.34, -0.27], [-0.46, 0.53, 0.04], [-0.55, -0.37, 0.31], [-0.37, 0.04, -0.06], [-0.34, 0.03, 0.03], [0.00, 0.04, -0.43], [-0.08, -0.28, 0.01], [0.05, -0.35, -0.30], [0.13, -0.12, 0.27], [-0.31, 0.24, 0.20], [0.12, 0.06, -0.03], [0.03, 0.28, 0.24], [-0.39, -0.04, -0.13]], "molar_mass_g_mol": 339.556, "max_force_ev_per_a": 5.73, "orbital_gap_ha": [0.271, 0.189], "total_charge": 1, "lumo_ha": [-0.1593, -0.2874], "total_energy_ev": -33501.324, "multiplicity": 3}


# 5
{"formula": "C26H48BIrN3O6P2Se", "method": "ωB97M-V/def2-TZVPD", "species": ["Ir", "C", "C", "C", "C", "P", "C", "N", "B", "N", "C", "P", "C", "C", "C", "C", "C", "C", "C", "C", "C", "C", "C", "C", "C", "C", "C", "C", "C", "C", "H", "H", "H", "H", "H", "H", "H", "H", "H", "H", "H", "H", "H", "H", "H", "H", "H", "H", "H", "H", "H", "H", "H", "H", "H", "H", "H", "H", "H", "H", "H", "H", "H", "H", "H", "H", "H", "H", "H", "H", "H", "H", "H", "H", "N", "C", "C", "O", "O", "H", "H", "H", "H", "O", "Se", "O", "O", "O"], "positions_angstrom": [[-0.263, -0.434, -0.109], [3.145, -0.410, 4.024], [1.829, -0.259, 3.259], [0.747, -1.084, 3.977], [1.440, 1.230, 3.329], [1.895, -0.744, 1.434], [3.046, 0.541, 0.737], [2.208, 1.449, 0.014], [0.863, 1.163, -0.449], [0.586, 2.267, -1.352], [-0.539, 2.277, -2.252], [-0.954, 0.484, -2.505], [-2.651, 0.617, -3.353], [-3.554, 1.652, -2.666], [-3.337, -0.755, -3.288], [-2.556, 1.040, -4.823], [0.323, -0.080, -3.794], [0.536, 0.817, -5.023], [-0.068, -1.486, -4.265], [1.689, -0.181, -3.099], [1.671, 3.120, -1.423], [1.883, 4.274, -2.153], [3.125, 4.905, -2.045], [4.123, 4.389, -1.233], [3.917, 3.222, -0.494], [2.688, 2.598, -0.591], [2.979, -2.274, 1.257], [4.460, -2.087, 1.629], [2.419, -3.427, 2.091], [2.916, -2.638, -0.232], [3.019, 0.015, 5.025], [3.972, 0.117, 3.544], [3.424, -1.453, 4.147], [0.406, -0.542, 4.864], [1.138, -2.044, 4.309], [-0.110, -1.318, 3.347], [1.367, 1.517, 4.381], [0.479, 1.448, 2.857], [2.175, 1.882, 2.861], [3.782, 0.067, 0.078], [3.609, 1.066, 1.518], [-0.281, 2.779, -3.189], [-1.407, 2.789, -1.828], [-3.608, 1.523, -1.590], [-4.561, 1.509, -3.067], [-3.254, 2.674, -2.914], [-3.474, -1.071, -2.259], [-2.770, -1.522, -3.815], [-4.319, -0.678, -3.765], [-1.940, 1.927, -4.974], [-3.565, 1.280, -5.171], [-2.179, 0.239, -5.459], [-0.266, 0.749, -5.751], [1.454, 0.492, -5.522], [0.678, 1.866, -4.762], [-0.956, -1.461, -4.899], [-0.246, -2.156, -3.427], [0.752, -1.889, -4.867], [2.112, 0.799, -2.870], [2.372, -0.688, -3.788], [1.639, -0.774, -2.189], [1.107, 4.681, -2.790], [3.308, 5.811, -2.608], [5.078, 4.895, -1.171], [4.701, 2.814, 0.131], [4.633, -2.170, 2.699], [4.890, -1.144, 1.292], [5.031, -2.886, 1.150], [2.481, -3.211, 3.159], [3.028, -4.315, 1.903], [1.393, -3.678, 1.828], [3.396, -1.876, -0.852], [1.899, -2.781, -0.585], [3.460, -3.575, -0.379], [-1.036, 0.340, 1.606], [-2.426, -0.143, 1.883], [-3.342, 0.145, 0.688], [-4.497, 0.522, 0.869], [-2.722, -0.016, -0.412], [-0.437, -0.126, 2.279], [-0.973, 1.342, 1.752], [-2.811, 0.309, 2.799], [-2.345, -1.223, 2.001], [0.419, -4.637, -0.127], [-0.594, -3.382, -0.102], [-0.053, -2.202, -1.250], [-0.403, -2.436, 1.259], [-2.148, -3.717, -0.351]], "forces_ev_per_a": [[2.14, -0.40, 0.11], [0.03, -0.02, -0.03], [-0.18, 0.19, -0.03], [0.08, -0.06, 0.14], [-0.12, 0.10, -0.08], [0.27, -0.30, -0.73], [-0.11, 0.04, 0.19], [0.13, 0.23, 0.06], [-0.15, 0.05, -0.54], [-0.07, 0.29, 0.11], [-0.05, -0.07, -0.11], [-0.34, 0.22, 0.25], [0.03, -0.26, -0.09], [0.03, 0.10, -0.04], [0.01, 0.02, 0.00], [-0.05, -0.05, -0.07], [0.03, 0.05, 0.03], [0.04, 0.04, 0.02], [-0.06, 0.00, -0.12], [0.04, -0.10, -0.01], [-0.01, -0.15, -0.03], [0.04, 0.00, 0.02], [0.00, 0.01, 0.00], [0.02, 0.01, 0.00], [-0.04, 0.01, -0.03], [-0.02, 0.05, 0.02], [-0.14, -0.09, 0.02], [-0.01, 0.09, 0.09], [0.02, -0.19, 0.02], [0.04, 0.03, -0.03], [-0.02, 0.02, 0.00], [-0.01, 0.00, -0.01], [-0.01, -0.01, -0.01], [-0.02, -0.01, -0.01], [-0.02, -0.04, -0.06], [-0.03, -0.22, 0.15], [-0.03, 0.01, 0.01], [0.39, 0.06, 0.28], [0.10, 0.00, -0.04], [-0.11, 0.00, -0.01], [0.01, -0.12, 0.05], [-0.02, 0.00, 0.02], [0.04, -0.05, 0.02], [0.03, -0.03, 0.02], [-0.02, 0.02, 0.01], [0.02, 0.00, 0.00], [0.00, -0.02, 0.09], [0.02, -0.02, 0.01], [-0.01, 0.01, -0.02], [-0.02, 0.05, 0.03], [-0.02, -0.02, 0.00], [-0.01, 0.04, 0.03], [0.03, 0.00, 0.02], [0.01, -0.02, 0.00], [0.02, 0.03, 0.02], [0.02, -0.02, 0.00], [0.01, 0.01, 0.02], [0.02, -0.02, -0.02], [0.00, 0.03, 0.00], [0.04, 0.03, 0.00], [-0.01, -0.05, 0.04], [-0.01, 0.00, -0.01], [0.01, 0.01, -0.01], [0.01, 0.01, 0.00], [0.02, -0.01, 0.01], [0.01, 0.01, 0.02], [0.01, 0.03, -0.04], [-0.04, -0.03, 0.00], [0.01, -0.01, 0.02], [0.04, -0.01, -0.02], [0.15, 0.09, 0.08], [0.02, 0.04, -0.01], [0.19, 0.03, -0.05], [-0.02, -0.02, 0.00], [-0.76, 0.71, 0.31], [-0.13, 0.03, 0.06], [0.52, 0.22, -0.48], [-0.11, -0.06, 0.18], [-0.67, -0.17, 0.50], [-0.28, 0.48, -0.01], [-0.22, -0.02, -0.03], [0.09, 0.02, -0.03], [-0.05, -0.03, 0.01], [-0.02, 0.00, -0.04], [-0.43, 0.43, -0.16], [0.00, -0.36, -0.07], [-0.51, -0.76, 0.15], [0.19, -0.10, -0.13]], "molar_mass_g_mol": 842.622, "max_force_ev_per_a": 2.18, "orbital_gap_ha": [0.236, 0.236], "total_charge": -1, "lumo_ha": [0.0822, 0.0822], "total_energy_ev": -131937.868}


# 6
{"formula": "C19H26MoO5Te", "method": "ωB97M-V/def2-TZVPD", "species": ["Mo", "O", "C", "O", "C", "C", "C", "C", "C", "O", "C", "C", "O", "O", "H", "H", "H", "H", "H", "H", "H", "H", "C", "C", "C", "C", "C", "C", "C", "C", "C", "H", "H", "H", "H", "H", "H", "H", "H", "H", "H", "H", "H", "C", "Te", "C", "H", "H", "H", "H", "H", "H"], "positions_angstrom": [[-0.114, 0.276, -0.457], [-0.413, -3.082, 0.939], [0.001, -2.514, -0.016], [-0.766, -1.507, -0.601], [1.331, -2.710, -0.693], [1.254, -2.144, -2.117], [2.476, -2.509, -2.946], [3.571, -1.598, -2.344], [2.811, -0.892, -1.236], [1.467, -0.714, -1.807], [2.482, -1.841, -0.066], [2.181, -0.914, 1.099], [2.953, -0.697, 1.975], [0.997, -0.229, 1.035], [1.580, -3.769, -0.649], [0.298, -2.262, -2.612], [2.308, -2.299, -3.999], [2.701, -3.570, -2.852], [3.939, -0.880, -3.075], [4.427, -2.141, -1.951], [3.209, 0.073, -0.934], [3.335, -2.448, 0.223], [1.161, 3.013, 1.380], [0.492, 2.598, 0.107], [-0.900, 2.527, -0.007], [-1.544, 2.026, -1.176], [-3.043, 1.990, -1.294], [-0.734, 1.711, -2.288], [0.664, 1.847, -2.246], [1.487, 1.651, -3.469], [1.256, 2.140, -0.993], [1.405, 2.131, 1.978], [0.518, 3.667, 1.966], [2.091, 3.538, 1.172], [-1.514, 2.858, 0.819], [-3.458, 1.049, -0.936], [-3.342, 2.108, -2.334], [-3.489, 2.805, -0.725], [-1.205, 1.360, -3.199], [1.094, 0.857, -4.099], [2.531, 1.455, -3.232], [1.443, 2.582, -4.042], [2.335, 2.146, -0.909], [-3.430, -1.275, 0.966], [-1.851, -0.109, 1.770], [-3.100, 1.527, 2.314], [-4.144, -1.430, 1.773], [-3.000, -2.223, 0.662], [-3.914, -0.778, 0.129], [-3.648, 1.920, 1.463], [-2.502, 2.297, 2.795], [-3.800, 1.127, 3.046]], "forces_ev_per_a": [[-0.19, 0.15, -0.61], [0.05, -0.04, -0.03], [-0.21, -0.11, 0.16], [0.12, 0.15, 0.12], [0.04, -0.02, -0.11], [0.06, -0.09, 0.05], [-0.03, 0.04, 0.02], [-0.04, 0.07, -0.04], [0.07, -0.12, 0.03], [-0.06, 0.02, -0.02], [0.01, 0.08, 0.00], [0.09, -0.11, 0.05], [-0.07, 0.00, 0.02], [0.16, 0.11, 0.02], [0.01, 0.00, 0.00], [-0.02, -0.02, 0.00], [0.00, 0.01, 0.00], [0.00, -0.01, 0.01], [0.01, -0.02, 0.00], [0.00, -0.01, 0.02], [0.00, 0.00, 0.00], [0.00, 0.00, 0.00], [0.00, 0.05, 0.00], [-0.10, -0.05, 0.07], [0.04, -0.05, 0.09], [0.06, -0.02, 0.04], [-0.03, 0.00, -0.02], [0.10, -0.08, -0.01], [-0.13, 0.01, 0.11], [0.03, -0.03, -0.01], [0.06, 0.04, 0.00], [0.01, 0.00, 0.00], [-0.01, -0.02, 0.00], [0.00, 0.01, -0.01], [0.01, 0.03, -0.01], [0.00, 0.02, 0.01], [0.01, -0.01, 0.00], [0.00, 0.00, 0.01], [0.01, 0.05, -0.02], [0.00, 0.00, 0.00], [-0.01, -0.01, 0.00], [0.01, 0.00, 0.01], [0.00, 0.04, -0.02], [0.02, 0.02, -0.02], [-0.16, -0.07, 0.08], [0.02, -0.03, -0.03], [0.02, 0.02, 0.02], [0.01, 0.00, 0.01], [0.03, 0.00, 0.01], [0.00, 0.00, -0.01], [0.02, -0.01, 0.00], [0.01, -0.02, 0.00]], "molar_mass_g_mol": 557.952, "max_force_ev_per_a": 0.66, "orbital_gap_ha": [0.270, 0.270], "total_charge": 2, "lumo_ha": [-0.3080, -0.3073], "total_energy_ev": -39496.457}